Density functional theory data (wB97M-V/def2-TZVPD) for C18H28NO5P2Pb as an isolated structure in a non-equilibrium geometry.

The geometry in XYZ format:
```
55
Properties=species:S:1:pos:R:3:forces:R:3
Pb 0.188 -1.503 0.347 -1.6 -0.2 1.9
P -2.270 -0.469 -0.665 -1.2 1.8 -1.9
C -2.099 0.088 -2.451 -0.2 -2.2 -1.0
C -0.790 0.730 -2.818 1.3 -1.2 -2.0
N 0.331 0.375 -2.136 -1.2 0.6 0.8
C 1.513 0.895 -2.464 -0.7 -0.1 -1.1
C 1.635 1.674 -3.631 0.4 -0.1 0.5
C 0.539 1.916 -4.470 0.1 -0.6 0.5
C -0.677 1.330 -4.109 -0.5 1.0 1.4
C 2.700 0.581 -1.566 -0.5 1.0 -0.6
P 2.494 -0.923 -0.553 2.6 1.4 -1.5
H -1.607 1.490 -4.678 0.7 -0.1 0.2
H 2.631 2.049 -3.844 -0.2 0.2 -0.2
H 0.640 2.539 -5.368 0.0 -0.5 0.4
H 3.567 0.522 -2.234 0.2 -0.1 0.4
H 2.823 1.458 -0.903 0.1 -0.4 -0.1
H -2.137 -0.906 -3.061 0.0 1.7 0.9
H -2.971 0.657 -2.860 0.6 -0.2 0.7
H -1.369 -2.743 -3.044 -1.4 -0.5 0.0
O -2.124 -3.010 -3.642 2.8 0.7 0.0
H -1.556 -2.896 -4.441 -1.2 -0.4 -0.1
H -0.930 -3.492 -0.886 0.7 0.4 -0.1
O -0.060 -3.284 -1.308 -1.8 -1.2 -0.4
H 0.010 -4.086 -1.813 0.7 -0.9 -1.0
C 3.047 -2.197 -1.728 -0.5 -0.1 0.0
H 3.982 -1.940 -2.214 0.2 0.2 0.1
H 3.167 -3.132 -1.212 0.1 -0.5 0.3
H 2.286 -2.348 -2.491 -0.1 0.1 -0.1
C 3.857 -0.774 0.613 -0.3 -0.2 0.7
H 3.858 -1.653 1.255 0.1 -0.1 0.1
H 4.823 -0.687 0.147 0.3 0.0 -0.4
H 3.694 0.088 1.255 -0.1 0.1 0.1
C -2.886 1.151 -0.055 0.2 -0.7 0.5
H -3.895 1.329 -0.471 0.5 0.1 0.4
H -2.873 1.025 1.040 -0.3 0.8 -0.3
H -2.154 1.910 -0.390 -0.5 -0.3 0.4
C -3.785 -1.513 -0.805 0.2 0.1 0.0
H -4.080 -1.760 0.212 -0.2 -0.2 0.0
H -4.617 -0.981 -1.299 0.5 -0.2 0.2
H -3.566 -2.437 -1.359 -0.1 0.3 0.1
O -0.371 3.231 3.278 0.1 -0.5 -0.9
C -0.253 2.365 4.279 0.2 -0.4 0.7
C -0.394 2.827 5.613 -0.1 -0.1 -0.3
C -0.255 1.927 6.668 0.1 0.2 -0.5
C 0.044 0.584 6.417 0.0 -0.5 -0.2
C 0.168 0.129 5.105 0.1 0.0 0.6
C 0.035 0.984 4.022 -0.5 1.3 -0.3
C 0.101 0.502 2.613 0.1 0.9 0.1
O 0.293 -0.755 2.430 0.1 0.7 0.3
O -0.027 1.325 1.642 0.2 -1.4 0.6
H -0.237 2.658 2.438 -0.2 0.9 0.7
H -0.630 3.893 5.791 0.2 -0.8 -0.2
H -0.363 2.283 7.690 0.0 -0.1 -0.2
H 0.159 -0.126 7.237 0.0 0.3 -0.2
H 0.388 -0.902 4.875 0.0 -0.2 0.2
```
Positions in Å, forces in eV/Å.

## Properties
- molecular weight (u) = 607.57
- charge = +1
- F_max (Eh/bohr) = 0.063
- calculated total energy (eV) = -54668.207
- HOMO (eV) = -10.047
- LUMO (hartree) = -0.11940

Here are the Löwdin charges for atoms 1 to 6, given in e:
1. Pb 1.2283
2. P 0.7834
3. C -0.3051
4. C -0.3038
5. N 0.0806
6. C -0.3251

Density functional theory data (wB97M-V/def2-TZVPD) for a 7-piece molecular cluster, C42H73F3N6O10 overall in a non-equilibrium geometry.

The geometry in XYZ format:
```
134
Properties=species:S:1:pos:R:3:forces:R:3
C -4.803 7.977 2.654 0.9 -0.3 0.4
O -5.912 7.026 2.594 1.0 1.3 1.4
C -6.168 6.548 3.955 0.5 -1.1 -0.1
C -5.408 5.137 4.110 -1.0 -0.1 -0.9
C -6.168 4.096 3.108 0.8 0.2 0.7
C -5.944 2.594 3.627 -0.3 0.2 0.0
C -6.782 1.477 2.833 -1.0 0.6 0.4
C -6.949 1.745 1.257 1.0 -0.5 -0.4
C -5.506 1.777 0.555 0.1 0.2 0.5
C -4.703 0.370 0.638 -0.1 1.0 -1.3
C -3.149 0.711 0.430 0.7 -0.5 0.2
C -2.162 0.105 1.524 0.0 -0.5 1.6
C -2.524 -0.342 2.821 1.5 0.7 -1.7
C -1.403 -0.889 3.847 0.2 -1.0 0.7
O -1.604 -1.847 4.640 0.6 3.6 -2.7
C 0.012 -0.121 3.738 2.1 1.5 -0.7
C 0.933 0.177 4.938 0.7 1.2 -4.1
C 2.246 0.975 4.622 -1.8 -0.5 -1.9
C 2.654 1.467 3.218 -3.3 -1.8 0.5
C 1.727 1.167 2.009 -1.1 -1.3 2.9
C 2.074 1.684 0.545 0.1 0.4 0.8
C 2.824 0.619 -0.387 -0.4 0.0 0.2
O 3.241 1.324 -1.601 -1.3 -0.2 -0.1
C 2.130 1.510 -2.493 -0.6 0.1 -1.2
C 2.165 2.969 -3.207 0.8 0.0 0.7
F 1.850 2.896 -4.595 0.8 0.4 3.3
F 3.474 3.497 -3.036 -3.1 -0.7 -0.9
F 1.251 3.855 -2.591 1.9 -1.6 -1.6
C 0.420 0.371 2.298 1.2 0.5 1.4
C -0.603 0.034 1.098 0.7 -0.6 -0.5
O -0.229 -0.293 -0.059 -1.4 1.4 3.7
H -4.338 8.172 1.628 -1.1 -0.4 1.3
H -5.104 8.969 3.139 0.2 -1.3 -0.7
H -3.962 7.515 3.301 -1.2 0.8 -0.9
H -5.819 7.302 4.753 -0.7 -1.0 -1.3
H -7.294 6.332 4.022 1.6 0.6 0.1
H -5.476 4.782 5.193 0.2 0.4 -1.4
H -4.311 5.174 3.755 -1.6 0.2 0.8
H -7.282 4.343 3.068 1.4 -0.4 0.1
H -5.735 4.310 2.072 -0.7 -0.6 1.4
H -6.293 2.580 4.729 0.6 -0.1 -1.7
H -4.828 2.321 3.633 -1.5 0.5 -0.1
H -7.851 1.466 3.274 1.7 0.0 -0.7
H -6.324 0.460 3.096 -0.7 1.3 -0.7
H -7.455 2.758 1.035 0.6 -1.7 0.6
H -7.550 0.881 0.778 0.7 1.5 0.8
H -5.557 2.140 -0.542 0.0 -0.7 1.7
H -4.892 2.593 1.103 -0.9 -1.4 -0.8
H -5.031 -0.248 -0.277 0.4 0.7 1.5
H -4.948 -0.240 1.566 0.5 1.0 -1.2
H -2.992 1.854 0.425 -0.2 -1.7 0.1
H -2.779 0.356 -0.605 -0.5 0.4 1.7
H -3.599 -0.283 3.183 1.6 -0.3 -0.5
H 0.655 -0.139 6.000 0.6 0.5 -1.9
H 2.918 1.228 5.517 -1.1 -0.4 -1.6
H 3.618 2.074 3.076 -1.8 -1.1 0.3
H 1.123 2.123 0.056 1.5 -1.0 0.7
H 2.782 2.591 0.663 -1.0 -1.5 -0.2
H 2.184 -0.265 -0.718 0.6 1.2 0.8
H 3.741 0.188 0.158 -1.2 0.9 -1.0
H 2.149 0.753 -3.366 0.1 1.1 1.3
H 1.105 1.416 -1.992 1.5 0.2 -0.5
C 3.157 -3.578 -3.336 -0.2 0.4 -0.4
O 4.129 -3.367 -2.631 -0.1 0.1 -0.2
N 2.844 -2.891 -4.471 0.0 -0.6 0.7
C 1.669 -3.200 -5.262 0.2 0.1 -0.1
C 3.716 -1.815 -4.902 0.1 0.0 0.2
H 2.431 -4.373 -3.099 -0.1 0.0 -0.1
H 1.981 -3.476 -6.272 -0.2 0.0 0.0
H 1.027 -2.316 -5.307 -0.1 -0.1 -0.1
H 1.108 -4.026 -4.822 0.1 0.1 0.0
H 4.719 -2.214 -5.073 0.0 0.2 0.0
H 3.769 -1.061 -4.112 0.2 0.0 -0.1
H 3.341 -1.360 -5.820 0.0 -0.2 0.1
C 5.900 -5.867 -6.259 0.2 -0.2 0.5
O 6.238 -6.306 -7.343 0.1 -0.1 0.1
N 6.396 -6.265 -5.055 -0.4 0.3 -0.6
C 5.937 -5.687 -3.808 0.2 -0.2 -0.1
C 7.414 -7.297 -5.021 0.0 0.0 -0.3
H 5.133 -5.080 -6.168 0.0 0.0 0.1
H 6.785 -5.229 -3.294 -0.2 0.1 0.1
H 5.515 -6.478 -3.183 0.0 0.2 0.1
H 5.176 -4.929 -3.987 0.2 -0.1 0.0
H 8.283 -6.962 -5.594 0.0 -0.2 0.1
H 7.020 -8.205 -5.483 0.2 0.0 0.0
H 7.711 -7.507 -3.993 -0.1 0.1 -0.1
C 6.413 1.870 3.584 0.5 0.1 -0.3
O 5.410 2.534 3.787 0.5 0.2 -0.1
N 7.517 2.300 2.913 -0.6 -0.5 0.4
C 8.674 1.452 2.710 -0.1 0.2 -0.1
C 7.536 3.651 2.385 -0.3 0.1 0.1
H 6.502 0.832 3.942 0.1 0.0 0.0
H 9.547 1.923 3.169 0.1 -0.2 -0.1
H 8.845 1.333 1.637 0.1 -0.1 0.1
H 8.521 0.468 3.158 -0.1 0.1 0.0
H 7.405 4.359 3.206 0.0 0.1 -0.2
H 6.707 3.773 1.683 0.1 0.2 0.0
H 8.480 3.850 1.876 -0.1 -0.1 0.1
C 4.317 -3.981 -9.645 0.4 0.0 -0.2
O 3.319 -3.315 -9.432 0.2 0.1 -0.1
N 5.419 -3.554 -10.328 -0.6 -0.4 0.4
C 6.574 -4.404 -10.543 -0.1 0.2 -0.1
C 5.435 -2.204 -10.857 -0.3 0.0 0.1
H 4.407 -5.019 -9.285 0.1 0.0 0.0
H 7.452 -3.933 -10.093 0.1 -0.2 -0.1
H 6.733 -4.522 -11.618 0.2 -0.1 0.1
H 6.426 -5.387 -10.093 0.0 0.2 0.1
H 5.313 -1.495 -10.035 0.0 0.1 -0.2
H 4.599 -2.082 -11.551 0.1 0.2 0.0
H 6.374 -2.007 -11.376 -0.1 -0.1 0.1
C -11.307 1.332 1.775 0.0 0.3 -0.3
O -10.342 1.546 2.484 -0.1 0.1 -0.2
N -11.624 2.028 0.646 0.0 -0.5 0.6
C -12.793 1.714 -0.150 0.2 0.2 0.0
C -10.763 3.117 0.228 0.2 -0.1 0.3
H -12.025 0.527 2.002 -0.1 0.0 -0.1
H -12.476 1.452 -1.162 -0.2 0.0 0.0
H -13.445 2.591 -0.188 -0.1 -0.1 -0.1
H -13.346 0.877 0.280 0.1 0.1 0.0
H -9.755 2.731 0.055 0.0 0.2 0.0
H -10.719 3.865 1.025 0.1 0.0 -0.1
H -11.142 3.577 -0.685 0.0 -0.1 0.1
C 0.772 -2.284 8.265 0.0 -0.6 -0.1
O 0.932 -1.304 7.560 0.1 -0.3 0.2
N 1.016 -3.569 7.889 -0.2 0.7 0.5
C 0.803 -4.688 8.783 0.1 0.1 -0.3
C 1.507 -3.825 6.548 0.0 0.3 -0.1
H 0.403 -2.199 9.300 0.0 -0.1 0.0
H 1.748 -5.217 8.924 -0.1 -0.1 0.1
H 0.069 -5.365 8.338 0.0 -0.1 0.2
H 0.434 -4.349 9.753 0.0 0.0 -0.1
H 2.453 -3.298 6.405 -0.1 -0.1 -0.1
H 0.782 -3.445 5.823 0.1 0.0 -0.1
H 1.655 -4.894 6.392 0.0 0.1 0.1
```
Positions in Å, forces in eV/Å.

## Properties
- molecular weight (u) = 879.07
- F_max (Eh/bohr) = 0.087
- calculated total energy (eV) = -82297.635
- SMILES = COCCCCCCCCCC1=CC(=O)c2cccc(CCOCC(F)(F)F)c2C1=O.CN(C)C=O.CN(C)C=O.CN(C)C=O.CN(C)C=O.CN(C)C=O.CN(C)C=O
- HOMO (eV) = -8.475
- LUMO (hartree) = -0.02021

Here are the Löwdin charges for atoms 1 to 6, given in e:
1. C -0.1261
2. O -0.2428
3. C -0.2281
4. C -0.1683
5. C -0.2098
6. C -0.2101

Density functional theory data (wB97M-V/def2-TZVPD) for a 2-piece molecular cluster, C6H12N2O2 overall in a non-equilibrium geometry.

The geometry in XYZ format:
```
22
Properties=species:S:1:pos:R:3:forces:R:3
C 2.161 1.200 0.582 -0.2 0.4 -1.4
C 1.026 2.947 1.792 1.2 -0.8 -1.4
C 1.363 1.652 1.693 -0.5 2.8 0.7
C -1.219 -0.032 1.064 2.5 -0.7 -3.5
C -0.934 0.611 -0.118 0.7 -4.3 1.9
C -0.173 0.774 -2.409 -0.1 -0.8 -0.2
N -0.820 -1.344 1.425 1.8 -0.6 0.2
N -0.142 -0.003 -1.161 -1.5 -0.6 0.2
O 2.228 -0.119 0.580 0.8 -1.5 -0.2
O 2.609 1.897 -0.301 0.2 -0.1 0.1
H 0.434 3.350 2.612 0.2 0.1 -0.4
H 1.430 3.494 0.895 -0.7 0.3 1.4
H 1.021 0.942 2.366 -0.4 -1.3 1.2
H -1.719 0.500 1.776 -1.6 1.1 1.8
H -1.448 1.481 -0.275 -0.8 2.4 -0.7
H -1.238 1.009 -2.698 1.1 -0.1 -0.2
H 0.387 1.676 -2.209 0.0 0.5 -0.2
H 0.401 0.206 -3.198 -0.9 0.6 0.7
H -0.571 -1.446 2.416 -0.7 0.3 -0.3
H 0.058 -1.730 0.985 -1.4 1.0 -0.1
H -0.547 -0.950 -1.333 0.6 1.0 0.2
H 2.653 -0.426 -0.246 -0.2 0.4 0.4
```
Positions in Å, forces in eV/Å.

## Properties
- molecular weight (u) = 144.17
- F_max (Eh/bohr) = 0.092
- calculated total energy (eV) = -13490.009
- SMILES = C=CC(=O)O.CN/C=C\N
- HOMO (eV) = -7.508
- LUMO (hartree) = 0.02591

Here are the Löwdin charges for atoms 1 to 6, given in e:
1. C -0.5995
2. C 0.0774
3. C -0.1163
4. C -0.2123
5. C -0.1655
6. C -0.1286